(1)
Here is a cluster of 2 separate species, H2O5PS2 in total in a non-equilibrium geometry from the OMol25 dataset. Energies are from ωB97M-V with the def2-TZVPD basis set.

Each line ends with the Löwdin charge.
CARTESIAN COORDINATES (ANGSTROEM)
O: 1.74 -0.43 0.74  -0.503
O: 0.45 0.02 2.86  -0.445
O: -0.43 -1.09 0.79  -0.509
O: -1.74 2.28 -1.07  -0.151
O: 1.23 -2.80 -0.43  -0.388
P: 0.88 -1.34 -0.40  0.016
S: 0.50 -0.27 -2.00  0.190
S: 0.37 0.22 1.42  0.807
H: -0.88 1.78 -1.41  -0.007
H: -2.12 1.62 -0.50  -0.010

Output
spin multiplicity: 1
charge: -1
ΔE to the lowest compared entry with this formula, charge and spin: 18.5 kcal per mole
E_HOMO: -5.51 eV
LUMO: 3.413 eV
Kohn-Sham gap: 8.9 eV
largest force on an atom: 3.2 eV/Å
energy: -41233.6409 eV



(2)
Here is a cluster of 2 separate species, H2P2 in total in a non-equilibrium geometry from the OMol25 dataset. Energies are from ωB97M-V with the def2-TZVPD basis set.

Each line ends with the Löwdin charge.
CARTESIAN COORDINATES (ANGSTROEM)
P: 0.78 -0.64 0.09  0.146
P: -1.19 -0.30 0.04  0.096
H: 0.36 -1.64 1.18  -0.185
H: -1.26 1.83 -0.83  -0.057

Output
spin multiplicity: 1
ΔE to the lowest compared entry with this formula, charge and spin: 61.4 kcal per mole
E_HOMO (spin up / spin down): -8.82 / -9.09 eV
LUMO (spin up / spin down): -1.309 / -1.269 eV
Kohn-Sham gap (spin up / spin down): 7.5 / 7.8 eV
largest force on an atom: 2.9 eV/Å
energy: -18605.7865 eV



(3)
Here is the molecule H2P2S in a non-equilibrium geometry from the OMol25 dataset. Energies are from ωB97M-V with the def2-TZVPD basis set.

Each line ends with the Löwdin charge.
CARTESIAN COORDINATES (ANGSTROEM)
P: -0.21 0.57 0.13  -0.090
P: 1.82 -0.35 0.19  0.322
S: -1.62 -0.62 0.19  0.051
H: -1.23 1.84 -0.07  -0.013
H: 1.24 -1.45 -0.44  -0.269

Output
spin multiplicity: 1
ΔE to the lowest compared entry with this formula, charge and spin: 46.2 kcal per mole
E_HOMO (spin up / spin down): -8.25 / -8.25 eV
LUMO (spin up / spin down): -1.545 / -1.546 eV
Kohn-Sham gap (spin up / spin down): 6.7 / 6.7 eV
largest force on an atom: 3.2 eV/Å
energy: -29442.2351 eV



(4)
Here is a cluster of 2 separate species, H2S in total from the OMol25 dataset. Energies are from ωB97M-V with the def2-TZVPD basis set.

Each line ends with the Löwdin charge.
CARTESIAN COORDINATES (ANGSTROEM)
S: 0.97 0.06 0.00  0.251
H: -1.72 1.19 0.00  0.071
H: 0.75 -1.25 0.00  -0.322

Output
spin multiplicity: 1
ΔE to the lowest compared entry with this formula, charge and spin: 93.4 kcal per mole
E_HOMO (spin up / spin down): -10.13 / -9.70 eV
LUMO (spin up / spin down): -0.165 / -2.375 eV
Kohn-Sham gap (spin up / spin down): 10.0 / 7.3 eV
largest force on an atom: 0.6 eV/Å
energy: -10863.4626 eV



(5)
Here is the molecule H2S2 in a non-equilibrium geometry from the OMol25 dataset. Energies are from ωB97M-V with the def2-TZVPD basis set.

Each line ends with the Löwdin charge.
CARTESIAN COORDINATES (ANGSTROEM)
S: -0.64 -0.87 -0.15  0.220
S: 0.47 0.88 0.40  0.227
H: 0.33 -1.75 0.13  -0.216
H: -0.16 1.73 -0.39  -0.231

Output
spin multiplicity: 1
ΔE to the lowest compared entry with this formula, charge and spin: 4.5 kcal per mole
E_HOMO: -8.80 eV
LUMO: 0.086 eV
Kohn-Sham gap: 8.9 eV
structure (SMILES): SS
largest force on an atom: 1.0 eV/Å
energy: -21702.5304 eV



(6)
Here is a structure of composition H30NaO15 in a non-equilibrium geometry from the OMol25 dataset. Energies are from ωB97M-V with the def2-TZVPD basis set.

Each line ends with the Löwdin charge.
CARTESIAN COORDINATES (ANGSTROEM)
Na: -1.84 -11.47 -17.10  0.488
O: -1.52 -13.04 -15.37  -0.047
H: -1.76 -13.34 -14.49  0.018
H: -1.03 -13.77 -15.75  -0.007
O: 0.14 -10.30 -21.02  -0.024
H: -0.67 -10.71 -21.32  0.045
H: 0.84 -10.86 -21.37  0.057
O: -4.46 -11.65 -21.44  -0.043
H: -3.89 -10.91 -21.67  0.026
H: -4.27 -11.82 -20.52  -0.003
O: -3.96 -12.57 -18.10  -0.042
H: -3.65 -13.43 -18.39  -0.013
H: -4.90 -12.69 -17.99  0.060
O: 0.02 -14.96 -16.65  -0.022
H: -0.59 -15.64 -16.94  0.068
H: 0.85 -15.42 -16.52  0.078
O: -2.47 -8.74 -12.41  -0.038
H: -2.31 -8.82 -13.35  -0.003
H: -2.68 -7.82 -12.27  0.041
O: -0.13 -9.81 -18.18  -0.041
H: -0.37 -8.91 -17.96  -0.010
H: 0.11 -9.78 -19.10  0.010
O: 2.67 -10.53 -16.56  -0.045
H: 1.89 -10.12 -16.93  -0.004
H: 2.81 -11.31 -17.10  0.029
O: -1.33 -13.16 -12.60  -0.031
H: -0.63 -12.51 -12.69  0.052
H: -2.03 -12.70 -12.15  0.055
O: -5.02 -10.15 -14.15  -0.022
H: -5.77 -10.74 -14.09  0.069
H: -5.04 -9.66 -13.33  0.059
O: -1.16 -13.15 -18.66  -0.019
H: -0.97 -13.93 -18.13  0.014
H: -0.70 -13.30 -19.49  0.070
O: 2.76 -13.54 -14.72  -0.047
H: 2.71 -13.96 -13.86  0.034
H: 2.12 -12.83 -14.69  0.018
O: -2.84 -9.60 -15.53  -0.036
H: -2.86 -8.65 -15.41  0.043
H: -3.64 -9.92 -15.11  -0.019
O: -0.63 -7.21 -17.50  -0.022
H: -0.23 -6.35 -17.36  0.067
H: -1.56 -7.01 -17.60  0.057
O: -3.79 -15.05 -19.41  -0.029
H: -2.93 -15.43 -19.58  0.045
H: -4.30 -15.25 -20.20  0.065

Output
spin multiplicity: 1
charge: +1
E_HOMO: -13.26 eV
LUMO: -2.850 eV
Kohn-Sham gap: 10.4 eV
largest force on an atom: 1.3 eV/Å
energy: -35613.9028 eV



(7)
Here is a cluster of 15 separate species, H30O15 in total in a non-equilibrium geometry from the OMol25 dataset. Energies are from ωB97M-V with the def2-TZVPD basis set.

Each line ends with the Löwdin charge.
CARTESIAN COORDINATES (ANGSTROEM)
H: -0.42 0.89 0.17  -0.005
H: 1.00 0.71 0.39  0.009
H: -1.75 2.63 0.72  0.106
H: -2.71 2.04 1.76  0.069
H: 0.37 -0.47 3.79  0.048
H: -0.54 -0.44 2.59  -0.041
H: 3.22 0.25 -3.06  0.000
H: 4.25 -0.86 -3.04  0.083
H: 4.81 -1.20 1.41  -0.031
H: 6.08 -1.63 1.10  0.026
H: 2.99 2.44 1.36  0.032
H: 3.96 3.37 1.83  0.011
H: 0.58 -1.71 -1.92  0.060
H: -0.02 -0.42 -2.56  0.019
H: -4.61 -0.77 1.62  0.133
H: -4.22 -1.91 0.59  0.028
H: -3.37 -1.88 -1.43  0.044
H: -2.87 -0.47 -1.01  -0.026
H: -1.85 -4.07 -1.24  0.076
H: -2.00 -2.70 -0.80  -0.017
H: -0.25 -3.52 -0.19  0.068
H: 0.56 -2.53 0.69  0.008
H: -4.02 2.71 -1.19  0.022
H: -4.49 4.07 -0.73  0.009
H: -2.16 -0.41 2.19  0.024
H: -1.88 -1.53 1.15  0.047
H: 0.91 4.32 -1.25  0.016
H: 0.73 5.62 -0.46  0.068
H: 3.58 -0.41 -0.64  0.026
H: 2.95 -1.64 -1.49  0.055
O: 0.44 1.17 -0.20  -0.038
O: -1.95 1.75 1.20  -0.102
O: 0.09 -0.98 3.02  -0.050
O: 3.72 -0.26 -2.51  -0.063
O: 5.59 -0.83 1.17  -0.011
O: 3.93 2.63 1.25  -0.045
O: 0.77 -0.73 -2.12  -0.080
O: -3.99 -1.02 0.82  -0.102
O: -3.29 -0.90 -1.72  -0.068
O: -2.49 -3.50 -0.78  -0.027
O: 0.70 -3.14 -0.02  -0.058
O: -4.70 3.37 -1.33  -0.034
O: -2.02 -1.37 2.12  -0.085
O: 0.70 4.62 -0.37  -0.081
O: 3.66 -1.32 -0.87  -0.122

Output
spin multiplicity: 1
ΔE to the lowest compared entry with this formula, charge and spin: 163.6 kcal per mole
E_HOMO: -8.53 eV
LUMO: -0.462 eV
Kohn-Sham gap: 8.1 eV
largest force on an atom: 6.5 eV/Å
energy: -31194.5693 eV



(8)
Here is a structure of composition H30O15 in a non-equilibrium geometry from the OMol25 dataset. Energies are from ωB97M-V with the def2-TZVPD basis set.

Each line ends with the Löwdin charge.
CARTESIAN COORDINATES (ANGSTROEM)
H: 0.83 -1.36 -0.18  0.066
H: 0.57 -0.17 -1.09  0.037
H: 3.62 1.01 0.62  0.074
H: 2.49 -0.05 0.29  -0.024
H: 2.34 2.97 2.89  0.084
H: 1.44 2.21 1.89  -0.012
H: -4.02 1.90 -0.72  0.098
H: -4.62 0.50 -0.86  0.005
H: -0.16 -3.26 3.31  0.017
H: -1.60 -3.06 2.65  0.071
H: -1.06 2.67 -3.24  -0.008
H: -1.64 1.27 -3.75  0.097
H: -0.87 -3.56 -0.66  0.074
H: -0.93 -5.08 -0.16  0.071
H: 0.33 -4.87 1.79  0.080
H: 1.65 -4.20 1.57  0.033
H: 1.52 -0.13 4.86  0.001
H: 0.96 -0.37 3.54  0.042
H: -1.18 -1.51 0.85  0.050
H: -2.05 -2.37 -0.16  -0.092
H: 2.17 1.13 -2.44  -0.037
H: 2.52 1.05 -3.94  0.043
H: 1.30 4.30 -1.50  0.025
H: 1.88 3.66 -0.14  0.047
H: -2.50 -2.94 -1.70  0.032
H: -3.36 -3.30 -0.65  0.100
H: 0.29 1.84 -1.62  0.010
H: 0.74 1.79 -0.24  0.067
H: -0.62 4.83 0.63  -0.039
H: -1.15 3.89 -0.30  0.027
O: 0.77 -0.41 -0.20  -0.044
O: 2.79 0.80 0.15  -0.055
O: 2.22 2.71 1.93  -0.043
O: -3.76 0.89 -0.74  -0.101
O: -0.65 -3.24 2.53  -0.042
O: -1.55 2.28 -3.96  -0.088
O: -0.55 -4.22 0.06  -0.144
O: 0.80 -4.27 1.16  -0.168
O: 1.79 -0.08 3.97  -0.033
O: -1.73 -1.55 0.04  -0.028
O: 1.85 1.22 -3.28  -0.018
O: 2.14 4.19 -1.00  -0.122
O: -2.68 -3.74 -1.24  -0.051
O: 1.08 1.93 -1.15  -0.106
O: -1.38 4.70 0.18  0.002

Output
spin multiplicity: 1
ΔE to the lowest compared entry with this formula, charge and spin: 221.5 kcal per mole
E_HOMO: -8.59 eV
LUMO: -0.259 eV
Kohn-Sham gap: 8.3 eV
largest force on an atom: 9.7 eV/Å
energy: -31192.0600 eV